(1)
C43H103N4O13P2S | ωB97M-V/def2-TZVPD

Summary:
frontier orbital gap	7.468	eV
E_HOMO	-10.851	eV
total charge	+1

Element x y z (Å)
C  -1.995  -0.536  5.854
C  -3.154  0.307  5.107
C  -3.954  -0.612  4.061
C  -4.094  0.031  2.593
N  -3.173  -0.695  1.620
C  -2.285  0.263  0.914
N  -1.198  0.846  1.806
C  -0.477  -0.134  2.669
C  0.642  -1.059  2.029
O  0.465  -2.414  2.565
C  -0.402  1.868  1.072
P  -1.407  3.523  1.201
S  -1.468  4.225  3.014
P  1.293  2.323  1.713
O  1.618  3.685  1.039
O  1.399  2.649  3.372
O  2.549  1.294  1.155
C  -0.265  1.631  -0.518
O  -0.446  0.260  -0.898
C  -1.785  -0.244  -0.522
C  -2.746  0.319  -1.695
C  -2.016  0.511  -3.109
C  -1.515  -0.824  -3.820
C  -0.412  -0.410  -4.944
N  0.869  -1.196  -4.738
C  1.971  -0.315  -4.323
C  2.736  -0.472  -2.910
O  2.427  0.603  -5.059
C  -1.617  -1.835  -0.492
C  -2.845  -2.711  -0.995
O  -2.644  -3.329  -2.305
C  -2.973  -3.977  0.028
N  -3.911  -5.021  -0.440
H  -2.003  -0.362  6.987
H  -2.114  -1.661  5.688
H  -0.951  -0.242  5.493
H  -3.901  0.595  5.931
H  -2.715  1.260  4.664
H  -5.000  -0.826  4.458
H  -3.372  -1.586  3.943
H  -3.883  1.156  2.636
H  -5.185  -0.071  2.247
H  -3.840  -0.998  0.883
H  -2.970  1.171  0.701
H  -1.760  1.411  2.497
H  0.026  0.477  3.510
H  -1.188  -0.823  3.257
H  0.650  -1.175  0.904
H  1.656  -0.734  2.459
H  -0.471  -2.688  2.484
H  -0.751  4.429  0.290
H  -2.741  3.347  0.673
H  1.457  3.631  3.482
H  3.375  1.752  1.442
H  -0.944  2.325  -1.139
H  0.806  1.927  -0.820
H  -3.699  -0.276  -1.847
H  -3.096  1.381  -1.403
H  -1.182  1.304  -3.089
H  -2.815  0.966  -3.806
H  -0.994  -1.574  -3.152
H  -2.388  -1.263  -4.418
H  -0.145  0.694  -4.912
H  -0.796  -0.640  -5.994
H  1.170  -1.622  -5.633
H  2.488  0.387  -2.199
H  2.487  -1.500  -2.473
H  3.873  -0.428  -3.082
H  -0.684  -2.106  -1.111
H  -1.366  -2.209  0.568
H  -3.872  -2.192  -0.917
H  -3.359  -2.932  -2.854
H  -3.259  -3.589  1.076
H  -1.929  -4.432  0.155
H  -4.804  -4.631  -0.769
H  -3.438  -5.535  -1.203
C  -6.353  -1.719  9.513
C  -5.795  -0.625  8.619
O  -5.890  -0.921  7.230
C  -7.200  -1.126  6.717
C  -8.113  0.076  6.888
H  -5.843  -2.668  9.321
H  -6.221  -1.455  10.565
H  -7.419  -1.882  9.341
H  -4.731  -0.502  8.837
H  -6.267  0.338  8.833
H  -7.643  -2.024  7.161
H  -7.087  -1.335  5.649
H  -8.268  0.326  7.939
H  -9.091  -0.124  6.443
H  -7.681  0.956  6.403
C  3.480  -4.063  -5.284
C  4.474  -2.915  -5.228
O  5.276  -2.914  -4.054
C  6.090  -4.062  -3.846
C  7.091  -4.306  -4.962
H  2.823  -4.042  -4.409
H  2.868  -3.994  -6.186
H  3.979  -5.034  -5.293
H  3.922  -1.972  -5.228
H  5.108  -2.900  -6.120
H  5.463  -4.944  -3.679
H  6.635  -3.891  -2.914
H  6.601  -4.490  -5.919
H  7.712  -5.174  -4.731
H  7.740  -3.436  -5.090
C  0.931  -8.031  -8.642
C  0.949  -7.328  -7.294
O  0.839  -5.914  -7.390
C  -0.340  -5.413  -8.004
C  -1.617  -5.822  -7.290
H  1.740  -7.658  -9.278
H  1.055  -9.109  -8.510
H  -0.006  -7.866  -9.176
H  1.904  -7.533  -6.804
H  0.172  -7.725  -6.634
H  -0.369  -5.704  -9.059
H  -0.260  -4.323  -7.987
H  -1.754  -6.905  -7.282
H  -2.486  -5.378  -7.782
H  -1.596  -5.488  -6.248
C  6.630  0.191  -0.152
C  7.613  -0.408  0.840
O  8.298  0.563  1.619
C  7.490  1.405  2.427
C  6.658  0.650  3.450
H  7.143  0.884  -0.826
H  6.161  -0.596  -0.746
H  5.837  0.750  0.348
H  8.378  -0.959  0.288
H  7.119  -1.136  1.491
H  6.857  2.040  1.796
H  8.172  2.078  2.953
H  5.950  -0.035  2.977
H  6.088  1.349  4.067
H  7.303  0.054  4.101
C  -1.175  7.519  5.406
C  -2.665  7.418  5.125
O  -3.363  6.598  6.051
C  -3.314  7.003  7.414
C  -3.891  8.387  7.656
H  -0.718  6.524  5.409
H  -0.684  8.130  4.644
H  -0.973  7.973  6.377
H  -2.806  6.964  4.140
H  -3.124  8.410  5.075
H  -2.288  6.932  7.791
H  -3.900  6.272  7.976
H  -3.338  9.161  7.122
H  -3.862  8.629  8.721
H  -4.929  8.432  7.315
C  5.429  4.795  -4.150
C  4.195  5.683  -4.181
O  3.494  5.636  -5.415
C  2.993  4.365  -5.808
C  2.010  3.768  -4.816
H  6.117  5.069  -4.955
H  5.947  4.898  -3.193
H  5.176  3.741  -4.281
H  4.505  6.721  -4.040
H  3.520  5.447  -3.352
H  3.822  3.677  -6.003
H  2.484  4.514  -6.764
H  2.469  3.591  -3.841
H  1.631  2.813  -5.186
H  1.165  4.445  -4.661



(2)
C43H105AsNO6S2Si | ωB97M-V/def2-TZVPD

Summary:
frontier orbital gap	4.625	eV
E_HOMO	-2.619	eV
total charge	-1

Element x y z (Å)
C  -4.511  7.511  2.201
C  -4.214  6.237  3.100
C  -4.155  4.897  2.253
C  -2.689  4.582  1.793
C  -2.544  3.161  1.098
C  -1.001  2.847  1.024
C  -0.491  2.371  -0.386
C  0.904  3.017  -0.822
N  1.931  2.002  -1.093
C  2.801  2.320  -2.238
C  3.124  1.049  -3.143
C  2.059  -0.086  -3.016
C  0.635  0.293  -3.576
C  -0.173  -1.067  -3.709
C  0.148  -1.842  -5.029
C  -0.662  -1.341  -6.287
C  -1.198  -2.518  -7.166
C  2.649  1.630  0.065
S  2.078  1.829  1.627
S  4.310  0.818  -0.073
C  3.857  -0.958  0.191
C  3.789  -1.406  1.695
C  2.327  -1.703  2.189
As  1.230  -2.877  0.942
C  1.475  -4.532  2.114
C  0.143  -3.912  -0.480
Si  -0.800  -2.385  2.004
C  -1.813  -1.173  0.884
C  -0.646  -1.522  3.705
C  -1.939  -3.922  2.277
H  -3.701  8.261  2.344
H  -4.598  7.210  1.127
H  -5.493  7.979  2.463
H  -5.097  6.126  3.781
H  -3.328  6.369  3.759
H  -4.763  5.061  1.335
H  -4.510  4.065  2.897
H  -2.064  4.521  2.724
H  -2.231  5.379  1.164
H  -2.976  2.444  1.842
H  -3.069  3.109  0.121
H  -0.370  3.698  1.384
H  -0.785  2.011  1.737
H  -0.398  1.268  -0.494
H  -1.272  2.694  -1.128
H  0.669  3.607  -1.744
H  1.220  3.787  -0.067
H  3.793  2.757  -1.945
H  2.358  3.074  -2.934
H  4.123  0.678  -2.806
H  3.207  1.341  -4.218
H  2.426  -0.931  -3.658
H  1.967  -0.517  -1.991
H  0.163  0.961  -2.813
H  0.783  0.786  -4.565
H  -1.263  -0.885  -3.552
H  0.183  -1.714  -2.864
H  -0.063  -2.928  -4.846
H  1.237  -1.792  -5.277
H  -1.531  -0.745  -5.916
H  -0.058  -0.636  -6.914
H  -0.361  -3.192  -7.490
H  -1.667  -2.136  -8.121
H  -1.973  -3.138  -6.658
H  4.669  -1.554  -0.302
H  2.924  -1.141  -0.380
H  4.459  -2.278  1.883
H  4.168  -0.541  2.305
H  2.427  -2.271  3.160
H  1.805  -0.751  2.471
H  0.999  -1.580  0.033
H  2.528  -3.286  0.151
H  0.920  -5.385  1.635
H  2.558  -4.826  2.071
H  1.102  -4.386  3.157
H  -0.475  -3.213  -1.111
H  0.885  -4.382  -1.183
H  -0.465  -4.748  -0.059
H  -2.561  -1.708  0.238
H  -2.398  -0.441  1.509
H  -1.090  -0.589  0.255
H  0.011  -2.041  4.439
H  -1.692  -1.423  4.112
H  -0.305  -0.465  3.545
H  -2.831  -3.585  2.864
H  -1.411  -4.700  2.874
H  -2.335  -4.321  1.309
C  6.563  0.612  -5.337
C  5.932  -0.771  -5.360
C  6.282  -1.518  -6.639
O  4.517  -0.651  -5.249
H  6.197  1.220  -6.171
H  6.295  1.139  -4.419
H  7.652  0.552  -5.401
H  6.273  -1.345  -4.496
H  5.907  -0.981  -7.516
H  5.814  -2.504  -6.646
H  7.362  -1.642  -6.742
H  4.201  -0.147  -6.006
C  -2.131  1.825  7.743
C  -1.464  0.952  6.690
C  -0.067  1.454  6.362
O  -2.256  0.942  5.507
H  -2.236  2.853  7.385
H  -3.137  1.460  7.962
H  -1.554  1.837  8.671
H  -1.410  -0.079  7.049
H  -0.103  2.467  5.959
H  0.396  0.824  5.599
H  0.572  1.455  7.249
H  -2.312  1.845  5.178
C  0.696  5.348  9.118
C  1.364  4.481  8.061
C  2.763  4.982  7.738
O  0.573  4.478  6.876
H  0.592  6.379  8.765
H  -0.310  4.983  9.332
H  1.271  5.354  10.046
H  1.416  3.449  8.414
H  2.729  6.000  7.339
H  3.226  4.356  6.972
H  3.400  4.977  8.625
H  0.518  5.384  6.553
C  -5.346  -4.013  -2.047
C  -5.601  -2.544  -1.744
C  -6.306  -1.856  -2.904
O  -4.365  -1.891  -1.481
H  -4.700  -4.123  -2.923
H  -4.832  -4.492  -1.211
H  -6.281  -4.547  -2.234
H  -6.209  -2.456  -0.841
H  -5.692  -1.894  -3.809
H  -6.474  -0.801  -2.678
H  -7.269  -2.325  -3.117
H  -3.817  -1.960  -2.270
C  -0.257  -0.135  -11.678
C  -1.199  -1.272  -11.314
C  -2.085  -1.654  -12.491
O  -2.013  -0.884  -10.210
H  -0.820  0.761  -11.958
H  0.366  0.134  -10.823
H  0.393  -0.412  -12.511
H  -0.620  -2.141  -10.995
H  -2.709  -0.808  -12.797
H  -2.762  -2.464  -12.213
H  -1.489  -1.975  -13.347
H  -2.530  -0.117  -10.477
C  2.427  -4.877  7.345
C  1.523  -3.838  6.700
C  0.324  -3.523  7.582
O  1.073  -4.315  5.437
H  1.889  -5.818  7.500
H  3.277  -5.100  6.697
H  2.805  -4.530  8.310
H  2.091  -2.924  6.512
H  -0.285  -4.418  7.744
H  -0.320  -2.783  7.101
H  0.638  -3.134  8.554
H  0.570  -5.123  5.585



(3)
C43H109N7O15 | ωB97M-V/def2-TZVPD

Summary:
frontier orbital gap (spin up / spin down)	8.015 / 2.628	eV
2S+1	2
E_HOMO (spin up / spin down)	-10.004 / -10.004	eV
total charge	+1

Element x y z (Å)
C  0.710  -9.009  4.993
O  -0.446  -8.847  4.219
C  -1.351  -7.855  4.743
C  -2.510  -7.558  3.852
N  -2.030  -6.849  2.639
C  -3.113  -6.462  1.792
C  -2.564  -5.762  0.525
O  -2.163  -4.430  0.815
C  -2.239  -3.606  -0.339
H  1.147  -9.976  4.743
H  0.549  -9.122  6.065
H  1.447  -8.236  4.777
H  -0.861  -6.912  4.984
H  -1.765  -8.215  5.684
H  -3.320  -7.003  4.326
H  -2.991  -8.514  3.645
H  -1.462  -7.510  2.129
H  -3.811  -5.790  2.290
H  -3.574  -7.389  1.451
H  -3.377  -5.746  -0.202
H  -1.688  -6.233  0.078
H  -1.856  -2.601  -0.159
H  -3.281  -3.411  -0.594
H  -1.691  -4.045  -1.173
C  3.768  -0.147  1.143
O  3.108  -1.327  1.432
C  2.272  -1.322  2.613
C  1.188  -2.384  2.593
N  1.797  -3.712  2.363
C  0.773  -4.629  1.891
C  1.380  -6.027  1.597
O  2.240  -5.868  0.451
C  2.929  -7.035  0.032
H  4.442  -0.201  0.287
H  4.357  0.195  1.995
H  3.025  0.611  0.897
H  1.965  -0.308  2.871
H  2.941  -1.606  3.426
H  0.401  -2.193  1.864
H  0.748  -2.461  3.587
H  2.549  -3.723  1.689
H  0.307  -4.368  0.941
H  -0.094  -4.779  2.535
H  0.565  -6.678  1.281
H  1.922  -6.425  2.455
H  2.393  -7.340  -0.866
H  2.963  -7.803  0.805
H  3.952  -6.791  -0.255
C  0.215  5.080  7.692
O  -0.298  4.008  6.930
C  0.684  3.005  6.740
C  0.073  1.657  6.401
N  -0.549  1.741  5.085
C  -0.931  0.414  4.710
C  -1.563  0.493  3.282
O  -2.966  0.677  3.307
C  -3.526  0.402  2.068
H  0.466  4.720  8.690
H  -0.593  5.806  7.784
H  1.077  5.524  7.194
H  1.373  2.865  7.573
H  1.330  3.432  5.972
H  -0.559  1.307  7.218
H  0.894  0.944  6.335
H  -1.359  2.343  5.104
H  -1.704  -0.009  5.352
H  -0.097  -0.281  4.804
H  -1.277  -0.434  2.786
H  -1.106  1.274  2.673
H  -3.396  -0.654  1.832
H  -2.971  0.877  1.259
H  -4.570  0.716  2.091
C  -1.947  5.244  4.122
O  -2.353  5.199  2.774
C  -2.621  3.962  2.197
C  -2.820  4.162  0.668
N  -3.962  5.039  0.275
C  -3.993  5.204  -1.175
C  -2.899  6.038  -1.832
O  -2.776  7.220  -1.081
C  -3.664  8.229  -1.333
H  -1.672  6.279  4.321
H  -1.115  4.555  4.270
H  -2.735  4.980  4.827
H  -3.533  3.537  2.618
H  -1.789  3.267  2.305
H  -2.963  3.224  0.129
H  -1.887  4.569  0.278
H  -3.552  5.932  0.511
H  -4.964  5.640  -1.411
H  -4.106  4.223  -1.637
H  -3.127  6.273  -2.872
H  -1.933  5.548  -1.708
H  -4.649  7.834  -1.084
H  -3.725  8.511  -2.384
H  -3.363  9.119  -0.780
C  0.532  5.738  -4.191
O  1.135  4.525  -3.669
C  1.397  4.630  -2.282
C  1.843  3.248  -1.665
N  3.220  2.982  -2.081
C  4.246  3.662  -1.351
C  5.569  3.833  -2.130
O  5.354  4.673  -3.236
C  6.485  4.705  -4.090
H  -0.515  5.851  -3.912
H  0.588  5.728  -5.279
H  1.010  6.626  -3.776
H  0.502  4.895  -1.719
H  2.082  5.457  -2.093
H  1.199  2.443  -2.019
H  1.756  3.275  -0.579
H  3.248  3.375  -3.012
H  4.377  3.126  -0.411
H  3.961  4.648  -0.985
H  5.842  2.875  -2.572
H  6.340  4.149  -1.426
H  6.856  3.732  -4.411
H  7.351  5.159  -3.607
H  6.216  5.287  -4.972
C  -3.937  4.491  -5.225
O  -3.227  3.871  -4.130
C  -2.135  3.028  -4.524
C  -1.440  2.386  -3.329
N  -2.458  1.658  -2.554
C  -2.674  0.284  -3.074
C  -3.760  -0.412  -2.296
O  -4.997  0.225  -2.543
C  -6.178  -0.319  -1.952
H  -4.228  3.821  -6.033
H  -3.242  5.228  -5.629
H  -4.884  4.937  -4.922
H  -1.378  3.617  -5.041
H  -2.486  2.307  -5.263
H  -1.035  3.200  -2.728
H  -0.594  1.768  -3.630
H  -3.281  2.244  -2.557
H  -1.783  -0.343  -3.104
H  -2.928  0.294  -4.134
H  -3.469  -0.557  -1.255
H  -3.884  -1.439  -2.641
H  -6.180  -1.392  -2.147
H  -7.019  0.217  -2.392
H  -6.283  -0.187  -0.875
C  5.809  -0.294  -3.909
O  5.103  -1.329  -3.167
C  3.749  -0.950  -2.755
C  3.095  -2.166  -2.141
N  2.760  -3.193  -3.122
C  2.523  -4.457  -2.472
C  2.465  -5.474  -3.631
O  3.744  -5.481  -4.312
C  3.703  -6.526  -5.266
H  5.899  0.674  -3.416
H  5.371  -0.096  -4.887
H  6.774  -0.693  -4.222
H  3.220  -0.560  -3.624
H  3.765  -0.196  -1.967
H  2.209  -1.827  -1.606
H  3.716  -2.597  -1.356
H  3.509  -3.231  -3.799
H  1.602  -4.538  -1.895
H  3.377  -4.706  -1.842
H  1.597  -5.369  -4.282
H  2.364  -6.448  -3.153
H  2.831  -6.426  -5.912
H  3.807  -7.505  -4.797
H  4.487  -6.377  -6.008
C  0.133  0.447  -0.320
O  -0.687  1.576  -0.345
H  -0.426  -0.486  -0.248
H  0.647  0.436  -1.281
H  0.891  0.466  0.464
H  -1.306  1.485  -1.073



Question: Which of these has the lowest total charge?
Answer: C43H105AsNO6S2Si